# 1
19
Properties=species:S:1:pos:R:3:nbo_charge:R:1 method="wB97M-V/def2-TZVPD" multiplicity=1 total_energy_ev=-14773.1418 homo_energy_ev="-11.43 / -12.50" total_charge=+1 max_force_ha_per_bohr=0.0937 e_lumo_ev="-3.213 / -4.421"
C 1.23704 -1.24106 0.93126 -0.0844
C 0.32025 -1.90001 0.15405 -0.2754
C 0.64348 0.82528 -0.36986 0.5761
C 1.60169 0.19235 0.62449 -0.5360
C -0.00202 -1.35687 -1.09776 0.0046
C -2.70934 0.01859 0.46167 0.5582
N 0.03905 0.05105 -1.23595 -0.5240
N 0.46969 2.09254 -0.38699 -0.7024
F -2.88499 0.89778 -0.50697 -0.3298
F -1.53115 0.31610 1.03170 -0.3574
H 1.55131 -1.57141 1.80966 0.2105
H 0.27010 -3.00048 0.31939 0.2591
H 1.60457 0.75973 1.59572 0.2587
H 2.63512 0.26465 0.46724 0.2751
H -0.28715 -1.92628 -1.92219 0.2303
H -3.48490 -0.20203 1.13628 0.1424
H -0.40874 0.44804 -2.06045 0.4348
H 1.07722 2.75708 0.09631 0.4363
H -0.14121 2.57494 -1.04763 0.4234

---

# 2
17
Properties=species:S:1:pos:R:3:nbo_charge:R:1 method="wB97M-V/def2-TZVPD" smiles="C=COC(=C)CCF" multiplicity=1 total_energy_ev=-11131.2285 homo_energy_ev=-9.27 total_charge=0 max_force_ha_per_bohr=0.0154 e_lumo_ev=0.987
C 2.23011 0.04158 0.10808 0.0643
C 0.94241 -0.27088 -0.64670 -0.5071
C -0.18671 0.68484 -0.36729 0.3167
C -0.15354 1.79471 0.34577 -0.4583
C -2.11633 -0.66542 -0.45953 0.1577
C -1.98213 -1.20681 0.74589 -0.5408
H 2.06777 0.02242 1.19193 0.1642
H 2.62075 1.02428 -0.20048 0.1634
H 0.62869 -1.30448 -0.39708 0.2371
H 1.16883 -0.27214 -1.72188 0.2326
H 0.75921 2.13519 0.84120 0.2057
H -1.03260 2.41255 0.49840 0.2223
H -2.88963 -0.95403 -1.15377 0.1897
H -2.64892 -1.98785 1.04326 0.2186
H -1.21562 -0.85763 1.40736 0.2072
O -1.36433 0.32080 -1.01836 -0.5084
F 3.17203 -0.91712 -0.21680 -0.3649